Entry from OMol25: C3H6S3 in the gas phase in a non-equilibrium geometry (ωB97M-V/def2-TZVPD).

- HOMO: -8.92 eV
- ΔE to the lowest compared entry with this formula, charge and spin: 18.0 kcal per mole
- HOMO-LUMO gap: 8.6 eV
- Strongest force on any atom: 2.10 eV Å⁻¹
- Structure (SMILES): CSCSC=S

Geometry (Å):
S 0.09 1.30 -0.44
S -1.38 0.16 1.74
S 1.71 -0.76 -2.11
C -0.17 -0.26 0.48
C 1.07 0.74 -1.78
C -1.50 -1.44 2.46
H 1.20 1.61 -2.45
H -0.47 -1.08 -0.15
H -0.51 -1.79 2.73
H -2.03 -1.46 3.42
H 0.83 -0.59 0.81
H -2.04 -2.10 1.80